# C51H108F9N5O9

A 11-piece molecular cluster, C51H108F9N5O9 overall at a distorted geometry (ωB97M-V with the def2-TZVPD basis set, OMol25).

## Properties
Lowest unoccupied orbital energy = 0.21 eV

Each line ends with the Löwdin charge.
Geometry (Å):
1 F 2.339 1.420 -0.369  0.190
2 F -5.033 8.048 7.681  0.178
3 F -2.164 -7.553 6.385  0.220
4 F 2.458 3.024 0.985  0.142
5 F -4.861 6.919 5.854  0.153
6 F 2.509 1.042 1.780  0.161
7 F -4.203 6.036 7.748  0.146
8 F -0.741 -6.084 7.118  0.188
9 F -0.095 -7.691 5.898  0.188
10 O -0.660 8.744 -3.819  0.045
11 O -2.088 8.057 7.749  0.140
12 O 11.088 5.469 4.760  0.053
13 O -6.034 -0.095 -4.789  0.069
14 O -2.505 8.009 5.473  -0.016
15 O 0.029 -7.530 8.990  0.003
16 O -0.103 1.039 1.968  0.003
17 O -1.038 -9.400 8.134  0.143
18 O -0.319 2.214 0.039  0.139
19 N 2.119 0.791 9.722  -0.191
20 N -9.428 7.567 -3.614  -0.195
21 N 6.742 -5.567 0.757  -0.190
22 N -4.067 -7.327 -3.849  -0.185
23 N 2.691 -2.100 -10.863  -0.188
24 C -0.682 -8.228 8.063  -0.318
25 C 3.375 0.225 9.197  -0.251
26 C -2.842 7.842 6.811  -0.296
27 C 0.331 8.192 -4.281  -0.492
28 C -9.501 6.526 -4.656  -0.234
29 C -0.965 -7.345 6.825  -0.636
30 C 0.389 1.754 0.928  -0.326
31 C 1.012 -1.176 10.829  -0.077
32 C 0.513 -8.094 10.178  -0.218
33 C 1.635 -9.071 9.849  -0.064
34 C 6.570 -5.861 -1.682  -0.086
35 C -4.267 7.190 7.029  -0.520
36 C -1.520 1.005 2.223  -0.171
37 C 8.365 -3.513 0.891  -0.079
38 C -8.772 6.744 -6.026  -0.071
39 C 2.459 -2.299 -9.443  -0.270
40 C 5.926 -5.396 1.941  -0.285
41 C -1.852 2.280 3.035  -0.067
42 C -4.937 -0.490 -6.903  -0.023
43 C -3.418 -6.066 -3.504  -0.282
44 C 1.931 1.785 0.827  -0.543
45 C -8.011 6.375 -1.936  -0.084
46 C 1.739 8.751 -4.034  -0.019
47 C 2.476 -3.396 -11.551  -0.241
48 C -11.291 9.001 -4.408  -0.091
49 C 3.876 -1.355 -11.244  -0.251
50 C -5.273 -7.628 -3.081  -0.254
51 C -9.803 8.916 -4.103  -0.255
52 C 6.360 -6.096 3.205  -0.106
53 C -5.207 0.269 -5.585  -0.480
54 C 0.146 7.089 -5.276  -0.033
55 C -2.996 -5.897 -2.078  -0.097
56 C -4.158 1.299 -5.198  -0.033
57 C 5.167 -2.056 -10.837  -0.090
58 C 2.364 -3.309 -13.110  -0.087
59 C -6.503 -6.715 -3.303  -0.085
60 C -1.188 8.383 5.111  -0.202
61 C -8.203 7.561 -2.886  -0.294
62 C 6.019 -5.148 -0.436  -0.266
63 C 0.967 2.485 11.152  -0.086
64 C 2.481 -0.962 -8.663  -0.095
65 C -4.337 -7.345 -5.310  -0.246
66 C 10.955 3.267 5.601  -0.035
67 C 9.133 4.239 4.114  -0.028
68 C 10.430 4.433 4.839  -0.504
69 C 8.152 -5.081 0.960  -0.191
70 C -0.298 7.113 5.242  -0.045
71 C -3.041 -7.439 -6.163  -0.098
72 C 3.230 -0.382 7.796  -0.106
73 C 0.956 -0.140 9.709  -0.239
74 C 2.232 1.691 10.864  -0.284
75 H -3.917 -0.861 -6.807  0.076
76 H 5.224 -2.388 -9.801  0.068
77 H -5.575 -8.639 -3.352  0.107
78 H 3.450 -0.464 -8.663  0.060
79 H -2.365 -6.725 -1.755  0.082
80 H -3.147 0.984 -5.457  0.074
81 H 1.771 -2.456 -13.439  0.072
82 H 3.269 -4.083 -11.255  0.104
83 H 5.675 -5.936 4.038  0.070
84 H 9.364 -3.268 1.252  0.061
85 H 3.342 -3.166 -13.571  0.056
86 H -11.478 8.588 -5.400  0.062
87 H -2.392 -8.256 -5.847  0.074
88 H -1.778 0.222 2.936  0.123
89 H 7.637 -5.698 -1.832  0.060
90 H 1.524 -3.882 -11.339  0.104
91 H -2.649 2.210 3.775  0.073
92 H 4.223 -0.633 7.422  0.069
93 H 2.094 -1.043 -7.647  0.068
94 H 5.380 -2.909 -11.482  0.065
95 H 5.992 -5.589 -2.566  0.068
96 H 11.498 3.704 6.439  0.085
97 H -0.463 6.463 4.383  0.073
98 H 2.222 -9.346 10.725  0.081
99 H -3.304 -7.650 -7.200  0.063
100 H 3.023 2.412 10.655  0.107
101 H 0.800 7.293 -6.124  0.082
102 H -4.061 -5.252 -3.837  0.114
103 H 1.909 -1.793 10.885  0.068
104 H 1.711 9.105 -3.004  0.083
105 H 4.133 1.004 9.108  0.109
106 H 6.023 -1.403 -11.010  0.071
107 H 11.638 2.650 5.017  0.092
108 H 0.769 7.309 5.346  0.077
109 H 2.667 0.281 7.139  0.077
110 H 6.423 -6.926 -1.503  0.073
111 H 8.283 -3.051 -0.093  0.060
112 H -2.106 0.967 1.305  0.123
113 H 0.700 3.033 10.248  0.079
114 H -3.870 -5.884 -1.427  0.062
115 H -0.842 9.238 5.692  0.120
116 H -7.333 7.641 -3.537  0.107
117 H -11.717 10.002 -4.348  0.069
118 H 8.905 5.147 3.557  0.083
119 H 2.537 8.048 -4.274  0.075
120 H -6.699 -6.558 -4.364  0.059
121 H 6.068 -4.063 -0.521  0.104
122 H 3.923 -1.069 -12.295  0.112
123 H -2.072 3.176 2.456  0.076
124 H -8.157 8.462 -2.273  0.109
125 H 1.195 -9.951 9.379  0.073
126 H 0.503 6.151 -4.850  0.086
127 H 4.967 -5.435 -0.421  0.110
128 H 1.817 -0.286 -9.202  0.071
129 H -8.829 6.300 -1.220  0.075
130 H -4.083 1.444 -4.121  0.080
131 H 1.160 3.133 12.007  0.076
132 H -7.361 -7.059 -2.726  0.072
133 H 10.195 2.630 6.055  0.079
134 H 0.843 -0.651 11.770  0.066
135 H 7.282 -5.766 3.685  0.061
136 H -7.091 6.426 -1.353  0.069
137 H -10.557 6.325 -4.837  0.101
138 H -0.282 -8.689 10.627  0.127
139 H 2.598 1.185 11.757  0.105
140 H -2.421 -4.994 -1.875  0.075
141 H -4.933 -8.205 -5.617  0.115
142 H 3.271 -2.829 -8.945  0.094
143 H 0.021 0.420 9.714  0.101
144 H -8.782 5.769 -6.514  0.066
145 H 3.901 -0.381 -10.754  0.097
146 H -2.465 -6.517 -6.234  0.059
147 H 2.268 -8.594 9.101  0.084
148 H -2.458 -6.086 -4.021  0.106
149 H -1.009 2.485 3.696  0.078
150 H -1.207 8.765 4.090  0.121
151 H -7.935 5.458 -2.521  0.056
152 H 1.549 -2.840 -9.184  0.115
153 H 8.544 -5.528 1.874  0.096
154 H 3.778 -0.582 9.808  0.101
155 H -4.327 2.274 -5.655  0.082
156 H -5.594 -1.347 -7.051  0.077
157 H -7.777 7.106 -5.765  0.063
158 H 6.439 -7.179 3.117  0.076
159 H -6.260 -5.717 -2.938  0.061
160 H 0.925 -7.310 10.813  0.128
161 H -4.823 -6.416 -5.609  0.100
162 H 4.916 -5.742 1.726  0.113
163 H -9.613 9.623 -3.295  0.104
164 H 9.163 3.385 3.437  0.088
165 H -11.811 8.381 -3.677  0.077
166 H -0.889 6.987 -5.602  0.085
167 H 7.671 -3.021 1.574  0.056
168 H 1.936 -4.259 -13.430  0.066
169 H 5.847 -4.342 2.206  0.105
170 H -9.281 7.387 -6.743  0.061
171 H -9.164 9.286 -4.905  0.109
172 H -9.218 5.580 -4.194  0.097
173 H -5.059 -7.587 -2.013  0.098
174 H 0.208 -1.903 10.722  0.068
175 H -4.995 0.179 -7.761  0.078
176 H 0.178 1.752 11.324  0.055
177 H 2.703 -1.336 7.781  0.059
178 H 1.801 9.565 -4.756  0.088
179 H 0.919 -0.539 8.695  0.093
180 H 8.370 4.080 4.876  0.086
181 H -0.556 6.586 6.160  0.070
182 H 8.799 -5.478 0.177  0.093

***

# C51H114Br2N9O4

A 12-piece molecular cluster, C51H114Br2N9O4 overall at a distorted geometry (ωB97M-V with the def2-TZVPD basis set, OMol25).

## Properties
Charge = +5
Lowest unoccupied orbital energy = -10.06 eV

Each line ends with the Löwdin charge.
Geometry (Å):
1 Br 3.184 1.575 -1.850  -0.675
2 Br -1.998 -2.956 -4.674  -0.220
3 O -8.119 -1.420 7.041  -0.187
4 O 2.795 -10.015 12.235  -0.105
5 O 6.036 -6.299 10.057  -0.225
6 O -5.059 4.322 9.074  -0.077
7 N -10.470 5.817 -7.911  -0.308
8 N 5.732 -8.457 12.491  0.102
9 N 8.053 -1.404 -1.804  -0.291
10 N -3.447 -6.385 -5.687  -0.078
11 N 7.783 5.726 2.470  -0.270
12 N -0.780 -0.268 -3.770  -0.122
13 N -5.634 -6.206 -5.551  -0.030
14 N -1.398 0.080 -5.817  -0.058
15 N -6.403 1.750 7.790  -0.019
16 C -6.509 3.895 8.817  -0.025
17 C 7.461 4.288 2.867  -0.083
18 C 6.089 5.781 4.119  -0.149
19 C 9.024 -3.458 -2.488  -0.127
20 C -9.197 -2.187 7.004  0.002
21 C 6.792 -6.175 11.140  -0.299
22 C 7.703 5.341 0.007  -0.223
23 C -7.396 1.097 6.841  -0.030
24 C 5.955 3.969 -1.274  -0.130
25 C 6.552 4.334 4.065  -0.119
26 C -6.972 -6.282 -4.982  -0.182
27 C -4.494 -6.515 -4.899  -0.023
28 C -3.851 -5.882 -6.900  -0.002
29 C 6.646 -5.748 8.844  -0.041
30 C 6.066 -6.798 12.401  -0.092
31 C -0.023 -0.004 -5.802  -0.016
32 C 7.726 0.185 -3.917  -0.172
33 C 8.247 -0.167 -0.987  -0.001
34 C -8.376 4.507 -8.476  -0.173
35 C 7.783 -3.778 -1.682  -0.115
36 C -2.047 -6.716 -5.299  0.004
37 C -12.629 6.540 -6.890  -0.083
38 C -7.714 -7.418 -5.578  -0.073
39 C -1.839 -0.112 -4.607  -0.231
40 C -12.750 5.406 -7.951  -0.130
41 C 0.331 -0.186 -4.489  -0.064
42 C 4.991 -9.044 11.236  -0.128
43 C -11.051 6.727 -6.851  -0.074
44 C -6.128 4.109 -7.197  -0.101
45 C 9.203 5.975 2.357  0.006
46 C 3.529 -8.901 11.291  -0.038
47 C -8.141 -0.015 7.674  -0.046
48 C -5.240 -5.779 -6.856  0.041
49 C -9.048 5.396 -7.427  -0.095
50 C -7.416 3.537 -7.744  -0.260
51 C 6.868 0.264 -5.223  -0.241
52 C -6.660 2.379 9.182  -0.012
53 C -4.824 5.447 9.444  -0.021
54 C -10.355 6.585 -9.165  0.019
55 C 7.246 -1.026 -3.088  -0.090
56 C 7.008 5.960 1.173  -0.111
57 C 9.409 -2.020 -2.034  -0.072
58 C 6.808 5.247 -1.233  -0.229
59 C 7.221 6.527 3.589  -0.124
60 C -2.194 0.527 -7.051  -0.115
61 C -3.332 -0.436 -7.235  -0.086
62 C -0.902 -0.629 -2.295  0.034
63 C 7.303 -2.420 -1.093  -0.115
64 C 5.357 0.295 -4.966  -0.120
65 C -11.385 4.659 -7.957  -0.088
66 C 1.750 -9.906 12.946  0.031
67 H -13.090 6.279 -5.958  0.109
68 H 6.996 -4.346 -2.203  0.130
69 H 9.355 6.990 2.148  0.108
70 H -10.068 5.925 -10.004  0.126
71 H -4.453 -6.884 -3.917  0.160
72 H -9.791 -2.326 7.816  0.036
73 H 5.925 -5.669 8.048  0.082
74 H 3.083 -7.878 11.586  0.162
75 H 8.050 6.573 4.258  0.136
76 H -7.909 3.044 -6.945  0.093
77 H -5.471 6.084 9.948  0.075
78 H 6.778 -5.122 11.601  0.116
79 H 7.230 -1.845 -3.770  0.122
80 H -11.269 7.125 -9.382  0.112
81 H -3.716 -0.716 -6.305  0.025
82 H -7.841 -7.446 -6.655  0.084
83 H -3.801 5.801 9.370  0.107
84 H 7.324 0.434 -0.806  0.126
85 H 1.600 -10.868 13.756  0.181
86 H 6.515 3.059 -1.367  0.039
87 H 7.566 -6.473 8.705  0.129
88 H -1.925 -7.802 -5.095  0.113
89 H 5.341 3.830 -0.340  0.070
90 H -6.274 5.128 -6.756  0.088
91 H 7.171 -4.815 8.898  0.075
92 H -9.195 3.912 -8.848  0.091
93 H -1.566 0.072 -1.793  0.095
94 H -8.698 -7.569 -5.204  0.075
95 H 0.947 -9.012 12.825  0.137
96 H 6.910 7.508 3.199  0.159
97 H 7.437 -2.243 0.001  0.150
98 H 7.136 -0.662 -5.783  0.110
99 H 6.240 -0.942 -2.741  0.112
100 H 5.833 -4.714 14.100  -0.132
101 H 8.586 6.004 -0.295  0.141
102 H -1.521 0.668 -7.910  0.132
103 H 7.235 1.063 -5.908  0.119
104 H -5.993 1.769 9.787  0.142
105 H 7.634 1.099 -3.340  0.095
106 H 6.619 -8.955 12.481  0.154
107 H -1.834 -6.096 -4.447  0.047
108 H 8.386 3.797 3.092  0.130
109 H -3.097 -1.296 -7.803  0.065
110 H 4.778 0.784 -5.741  0.071
111 H 5.185 5.966 3.550  0.131
112 H -7.742 2.324 9.511  0.163
113 H -2.560 1.502 -6.859  0.100
114 H -6.636 0.761 6.159  0.132
115 H 9.924 -1.901 -1.058  0.146
116 H 9.850 -4.080 -2.336  0.102
117 H 8.982 0.501 -1.490  0.119
118 H 5.350 -8.610 13.448  0.177
119 H 6.279 -2.200 -1.267  0.120
120 H 8.626 -0.504 -0.031  0.095
121 H -11.335 4.204 -6.991  0.136
122 H -9.055 -2.620 5.993  0.094
123 H -5.872 2.370 7.191  0.143
124 H -13.484 4.612 -7.654  0.138
125 H -7.809 5.042 -9.280  0.145
126 H 5.823 3.598 3.930  0.103
127 H -7.541 -0.251 8.482  0.096
128 H 9.617 5.334 1.506  0.131
129 H 7.414 5.287 -2.112  0.100
130 H 7.060 4.094 5.037  0.146
131 H 3.179 -9.246 10.234  0.171
132 H -6.980 4.773 9.377  0.158
133 H -10.780 7.760 -7.147  0.142
134 H -1.221 -1.639 -2.339  0.010
135 H -9.298 4.731 -6.626  0.120
136 H 0.551 0.223 -6.687  0.128
137 H -2.832 -0.184 -4.244  0.122
138 H -7.196 -8.373 -5.308  0.106
139 H 5.082 -6.299 12.588  0.047
140 H -5.967 -5.431 -7.554  0.125
141 H 5.139 0.862 -4.017  0.017
142 H 7.993 -4.421 -0.847  0.109
143 H -9.595 7.374 -8.973  0.130
144 H 9.953 -1.497 -2.856  0.145
145 H 8.185 4.395 0.261  0.111
146 H -6.957 -6.436 -3.911  0.132
147 H -10.637 6.496 -5.909  0.114
148 H 5.363 -8.620 10.272  0.142
149 H 8.861 -3.399 -3.580  0.126
150 H 6.035 5.469 1.219  0.138
151 H -7.436 -5.356 -5.162  0.114
152 H 6.495 -6.552 13.306  -0.036
153 H -7.938 1.881 6.334  0.133
154 H 7.884 -6.304 10.900  0.141
155 H -9.177 -0.038 7.805  0.103
156 H -3.151 -5.621 -7.699  0.146
157 H -5.599 1.027 7.985  0.224
158 H 8.902 10.949 -7.148  -0.010
159 H 5.952 6.152 5.084  0.113
160 H 6.942 3.821 2.030  0.128
161 H -7.109 2.789 -8.483  0.116
162 H 1.298 -0.401 -4.074  0.115
163 H 0.106 -0.480 -1.964  0.072
164 H -8.434 6.274 -7.236  0.142
165 H -13.041 5.792 -8.890  0.096
166 H 5.241 4.043 -2.089  0.047
167 H -11.170 4.021 -8.809  0.139
168 H 8.818 0.072 -4.116  0.120
169 H 9.688 5.640 3.282  0.126
170 H 5.230 -10.139 10.991  0.169
171 H -5.769 3.416 -6.463  0.062
172 H -4.175 0.060 -7.789  0.097
173 H -1.305 -6.465 -6.031  0.089
174 H -2.431 -11.205 13.147  -0.229
175 H 5.016 -0.749 -4.826  0.077
176 H 6.882 6.998 1.140  0.125
177 H -6.496 4.112 7.754  0.126
178 H 6.207 6.183 -1.209  0.127
179 H -5.348 4.153 -7.965  0.081
180 H -13.068 7.461 -7.244  0.112

***

Which E_tot belongs to each record? In order, -104969.959; -216347.444 eV.